[1]
The following is a DFT calculation (ωB97M-V/def2-TZVPD) of a single C4H6O2S molecule at a distorted geometry.

Each line ends with the Mulliken charge.
Atoms and positions in Å:
C (2.2397, -0.3203, -0.3336)  -0.634
C (0.0125, -0.9807, -0.8084)  0.556
C (-1.5967, 0.1587, 0.5346)  0.061
C (-1.9190, 1.3592, 1.0290)  -0.686
H (3.1970, -0.5825, -0.7973)  0.277
H (2.1694, 0.7480, -0.6389)  0.272
H (2.2518, -0.4985, 0.7355)  0.288
H (-2.2661, -0.7257, 0.4861)  0.303
H (-2.9332, 1.6996, 1.2790)  0.269
H (-1.1781, 2.1646, 1.1042)  0.221
O (1.2829, -1.1492, -0.9607)  -0.283
O (-0.2812, -0.0453, 0.1098)  -0.299
S (-0.9791, -1.8278, -1.7392)  -0.345

Results
Total charge: 0
F_max: 1.630 eV Å⁻¹
Spin multiplicity: 1
Total energy: -19173.7498 eV



[2]
The following is a DFT calculation (ωB97M-V/def2-TZVPD) of 2 unconnected molecules or ions with the total composition C3H6N2O3 at a distorted geometry.

Each line ends with the Mulliken charge.
Atoms and positions in Å:
C (-0.2515, 0.3853, -1.3582)  -1.182
C (-0.4646, 0.0844, 1.1584)  -1.247
C (-0.5571, -0.5218, -0.2239)  0.742
N (1.1338, -1.6993, 0.2370)  0.145
N (-1.3475, -1.5965, -0.4741)  0.877
O (-1.7629, -1.7861, -1.6267)  -0.681
O (1.0463, -2.7401, -0.2253)  -0.147
O (-1.6215, -2.3545, 0.4442)  -0.572
H (-0.4592, 1.4102, -1.0081)  0.323
H (0.7694, 0.3443, -1.6313)  0.315
H (-0.8169, -0.0921, -2.2527)  0.360
H (-1.1614, -0.2348, 1.8777)  0.347
H (0.5690, 0.0441, 1.4881)  0.352
H (-0.7005, 1.1262, 0.9925)  0.368

Results
Total charge: 0
F_max: 4.039 eV Å⁻¹
Spin multiplicity: 1
Total energy: -12324.2991 eV



[3]
The following is a DFT calculation (ωB97M-V/def2-TZVPD) of a gas-phase ion, C8H15N2O2 (charge +1) at a distorted geometry.

Each line ends with the Mulliken charge.
Atoms and positions in Å:
C (2.5984, -2.5411, -0.6838)  0.571
C (1.6543, -1.1907, 1.1110)  0.687
C (2.0085, -0.8901, 2.5167)  -1.003
C (0.4078, -0.3944, -1.9283)  -0.986
C (-1.4587, 0.8199, 1.2118)  -1.106
C (-2.4715, 0.3319, -0.9087)  -0.591
C (-0.6919, 1.9974, -0.6219)  -0.975
C (-0.0617, -0.3598, -0.4894)  0.259
N (2.6533, -2.8906, -1.7725)  -0.407
N (-1.1866, 0.6790, -0.2505)  0.433
O (2.6301, -1.9318, 0.4741)  -0.378
O (0.6975, -0.4516, 0.5653)  -0.371
H (1.9140, 0.2561, 2.5936)  0.247
H (2.8039, -1.5965, 2.7707)  0.376
H (1.2261, -1.1433, 3.2952)  0.302
H (-0.3658, -0.6862, -2.6937)  0.381
H (0.9353, 0.5204, -2.1808)  0.340
H (1.2961, -1.2144, -1.8997)  0.005
H (-0.7043, 1.3773, 1.6744)  0.416
H (-2.4772, 1.4409, 1.3039)  0.435
H (-1.6841, -0.2563, 1.5637)  0.350
H (-2.0683, -0.1998, -1.8531)  0.133
H (-3.1558, -0.2900, -0.4134)  0.391
H (-3.0071, 1.2745, -1.2701)  0.343
H (-0.5163, 2.1965, -1.6646)  0.415
H (-1.3336, 2.8010, -0.1661)  0.423
H (0.3581, 2.3416, -0.2838)  0.312

Results
Total charge: +1
F_max: 5.083 eV Å⁻¹
Spin multiplicity: 1
Total energy: -15600.5908 eV



Relative energy (zero: lowest compared OMol25 entry of this formula, charge and spin) across the listed records, respectively: 35.9; 182.8; 141.3 kcal per mole.